{
  "formula": "C8H18FN4O2S2",
  "method": "ωB97M-V/def2-TZVPD",
  "total_energy_ha": -1580.9465,
  "charge": 1,
  "homo_ha": -0.4992,
  "elements": ["N", "N", "S", "S", "O", "O", "F", "H", "H", "H", "H", "C", "C", "C", "C", "N", "H", "H", "H", "H", "H", "H", "H", "C", "C", "C", "C", "N", "H", "H", "H", "H", "H", "H", "H"],
  "coordinates": [[-3.26652, -5.16280, 2.21507], [-3.21261, -3.77404, 2.03814], [-1.91917, -3.05466, 3.05115], [-4.76449, -2.94664, 2.21856], [-5.31633, -2.67007, 0.86932], [-5.67481, -3.60789, 3.16751], [-4.38254, -1.46686, 2.85944], [-3.43508, -5.67055, 1.34267], [-3.89532, -5.44616, 2.97372], [-2.91402, -3.61560, 1.05056], [-0.93133, -2.71192, 2.11566], [0.32239, 0.66297, 0.70406], [1.55177, 0.60446, 1.60464], [2.63914, -0.32969, 1.06884], [2.10900, -1.72294, 0.96520], [1.69838, -2.80788, 0.88447], [-0.16649, -0.31222, 0.62506], [-0.41237, 1.36212, 1.10914], [0.58975, 0.99584, -0.30229], [1.24502, 0.28090, 2.60415], [1.96637, 1.60993, 1.70574], [3.50141, -0.32686, 1.73857], [2.97522, -0.00048, 0.08230], [1.36850, 2.55986, -4.12940], [1.05905, 3.64973, -3.10838], [2.31688, 4.23386, -2.46013], [3.06539, 3.16118, -1.73768], [3.64668, 2.32756, -1.17639], [1.86309, 1.70287, -3.66611], [0.44645, 2.19429, -4.58569], [2.01383, 2.94016, -4.92549], [0.40262, 3.23724, -2.33633], [0.50789, 4.45394, -3.60220], [2.04554, 5.01671, -1.74889], [2.96955, 4.67534, -3.21668]],
  "forces_ev_per_a": [[-0.47, -1.02, 0.02], [1.90, -0.18, -1.00], [1.33, 0.75, 0.67], [-7.56, 3.21, -0.99], [2.84, -0.98, 3.51], [3.78, 1.11, -1.80], [-0.03, -3.18, -1.15], [-0.21, 0.38, 0.27], [0.23, 0.28, -0.23], [-0.46, 0.15, 0.43], [-1.07, -0.56, 0.16], [-0.04, 0.14, 0.04], [-0.31, 0.11, -0.02], [-0.36, -0.54, 0.05], [0.02, -0.78, -0.13], [0.19, 1.57, 0.26], [0.07, -0.01, -0.07], [0.05, -0.01, -0.06], [-0.03, -0.06, 0.05], [0.13, 0.03, -0.01], [0.10, -0.13, -0.02], [-0.02, -0.15, -0.11], [0.00, -0.07, 0.05], [-0.05, -0.03, -0.03], [-0.15, -0.22, -0.23], [0.10, -0.60, 0.33], [0.56, -0.29, 0.41], [-0.94, 1.00, -0.70], [0.04, 0.08, -0.01], [0.07, 0.05, -0.02], [-0.04, -0.06, 0.04], [0.05, 0.13, 0.03], [0.08, 0.04, 0.13], [0.16, -0.08, 0.03], [0.05, -0.09, 0.09]],
  "nbo_charge": [-0.61, -0.56, 0.26, 2.33, -0.78, -0.77, -0.42, 0.42, 0.42, 0.50, 0.22, -0.61, -0.38, -0.52, 0.33, -0.41, 0.18, 0.22, 0.22, 0.20, 0.23, 0.26, 0.28, -0.61, -0.38, -0.51, 0.31, -0.37, 0.21, 0.22, 0.21, 0.20, 0.22, 0.25, 0.25]
}


{
  "formula": "C15H52B2NO5",
  "method": "ωB97M-V/def2-TZVPD",
  "total_energy_ha": -1083.1056,
  "charge": -1,
  "homo_ha": -0.1719,
  "relative_energy_ev": 4.837,
  "elements": ["N", "H", "H", "H", "H", "B", "H", "H", "H", "H", "B", "H", "H", "H", "H", "C", "C", "C", "O", "H", "H", "H", "H", "H", "H", "H", "H", "C", "C", "C", "O", "H", "H", "H", "H", "H", "H", "H", "H", "C", "C", "C", "O", "H", "H", "H", "H", "H", "H", "H", "H", "C", "C", "C", "O", "H", "H", "H", "H", "H", "H", "H", "H", "C", "C", "C", "O", "H", "H", "H", "H", "H", "H", "H", "H"],
  "coordinates": [[1.39743, -2.18200, 4.95988], [1.86593, -3.00497, 4.60872], [0.55252, -2.46500, 5.43543], [1.00151, -1.62900, 4.21319], [1.99448, -1.70808, 5.62247], [2.02834, -3.40944, 2.07592], [1.45067, -3.79040, 2.90382], [1.47569, -2.55611, 1.71447], [3.01851, -3.17661, 2.43591], [2.00908, -4.23960, 1.38694], [3.66435, -4.41865, 4.92784], [4.28320, -3.65507, 4.48261], [4.13652, -5.36069, 4.69575], [3.74012, -4.21699, 5.98511], [2.62398, -4.30340, 4.66594], [-0.66144, -0.24592, 0.85338], [-0.80261, -0.55550, 2.37507], [-1.71238, -1.80832, 2.46816], [0.46710, -0.83148, 2.88216], [0.13281, 0.47456, 0.65795], [-1.65325, 0.10428, 0.56741], [-0.42316, -1.17396, 0.33370], [-1.17732, 0.25451, 3.00083], [-2.73473, -1.53326, 2.20888], [-1.70316, -2.29958, 3.44113], [-1.40469, -2.51692, 1.69920], [0.77832, -1.52314, 2.29366], [-0.85813, -5.67715, 3.13430], [0.19154, -5.77860, 4.24249], [-0.35073, -6.58550, 5.38371], [1.38223, -6.46494, 3.68702], [-0.53974, -5.01527, 2.32892], [-1.74184, -5.34555, 3.67944], [-0.99671, -6.70282, 2.79242], [0.43706, -4.78087, 4.60631], [-0.45438, -7.65177, 5.18265], [-1.25888, -6.10875, 5.75259], [0.40298, -6.57475, 6.17105], [1.10153, -7.37105, 3.53944], [-2.95609, -3.31854, 6.71958], [-1.65508, -3.05598, 7.35928], [-1.38114, -4.14273, 8.34320], [-0.68322, -3.05310, 6.36051], [-3.84875, -3.20016, 7.33380], [-3.03369, -4.27693, 6.20620], [-3.07963, -2.66103, 5.85905], [-1.52300, -2.03546, 7.71871], [-0.47669, -4.02004, 8.93904], [-1.35721, -5.15696, 7.94463], [-2.11320, -4.22325, 9.14676], [-0.18382, -3.86759, 6.45432], [3.68085, -5.94090, 8.56107], [2.68023, -4.80604, 8.51714], [3.39453, -3.49065, 8.89272], [2.03528, -4.76630, 7.22610], [4.40768, -5.80990, 7.75940], [3.23184, -6.93385, 8.58434], [4.29114, -5.88375, 9.46240], [2.00027, -5.08685, 9.32143], [3.67626, -3.47452, 9.94557], [2.87604, -2.59076, 8.56187], [4.32018, -3.40786, 8.32314], [2.79445, -4.53783, 6.68474], [2.31424, 1.06035, 5.49930], [2.51525, 0.28453, 6.88660], [1.18372, 0.07312, 7.65559], [3.02659, -0.94754, 6.56772], [1.38683, 0.86107, 4.96236], [3.10322, 0.80553, 4.79170], [2.38011, 2.14481, 5.58708], [3.28764, 0.69090, 7.53957], [0.74647, 1.00730, 8.00800], [1.38277, -0.69240, 8.40558], [0.40641, -0.33295, 7.00830], [3.98411, -0.97755, 6.62978]],
  "forces_ev_per_a": [[-1.14, -0.14, 0.43], [0.82, -0.83, -0.66], [-0.03, -0.21, 0.46], [0.45, 0.70, -0.83], [0.47, 0.15, -0.11], [0.11, -0.14, -0.04], [-2.30, -1.29, 3.28], [-1.97, 3.43, -2.21], [3.62, 1.15, 1.08], [0.06, -2.94, -3.12], [0.26, 0.07, -0.25], [2.21, 3.22, -1.85], [1.35, -3.81, -0.80], [1.17, 0.91, 4.12], [-3.52, -0.16, -1.12], [-0.63, 0.29, 1.27], [-0.25, -0.92, -0.85], [-0.09, 0.57, -0.19], [-0.34, 1.17, 0.63], [-0.23, 0.16, 0.02], [0.14, 0.21, -0.63], [0.00, 0.05, 0.01], [-0.34, 0.27, -0.39], [-0.21, 0.06, 0.14], [0.10, 0.11, 0.05], [0.20, -0.19, 0.22], [1.44, -1.28, -0.47], [0.53, -0.05, 0.94], [0.75, -1.38, -1.71], [0.81, 0.05, 1.01], [-0.98, 1.27, 0.93], [-0.09, -0.05, 0.10], [-0.50, 0.23, -0.60], [-0.33, 0.03, -0.33], [0.64, -0.24, -0.33], [-0.58, 0.01, -0.44], [-0.26, -0.37, 0.12], [0.00, 0.25, 0.28], [-0.10, -0.14, -0.04], [-1.92, 0.56, -1.61], [0.17, -0.13, 0.32], [0.43, -0.53, 2.26], [0.66, -0.70, -0.83], [0.16, 0.01, 0.31], [0.40, -0.47, 0.50], [-0.06, 0.50, 0.08], [-0.82, -0.04, 0.91], [0.47, 0.19, -0.45], [0.11, 0.18, -0.62], [-0.59, 0.35, -0.18], [0.60, -0.41, -0.08], [1.00, -0.02, 0.12], [-0.03, -0.22, 0.03], [0.19, -0.10, -0.75], [-1.41, -0.21, 3.30], [-0.20, -0.38, -0.35], [-0.11, 0.08, -0.47], [-0.06, 0.13, 0.39], [-0.87, 0.48, -0.22], [-0.24, 0.13, 0.09], [-0.52, -0.11, 0.44], [0.26, -0.29, -0.08], [0.66, 0.16, -1.85], [0.52, 0.39, 0.91], [-1.16, 1.70, -1.16], [0.56, -0.04, -0.76], [0.83, -2.07, 0.27], [-0.18, -0.38, 0.40], [0.16, -0.28, 0.21], [-0.12, 0.14, 0.36], [-0.42, 1.11, 0.04], [0.36, -0.02, 0.46], [-0.23, 0.38, 0.42], [0.18, -0.20, -0.33], [-0.03, -0.14, -0.22]],
  "lowdin_charge": [0.30, 0.03, 0.06, 0.06, 0.06, -0.38, -0.08, -0.08, -0.05, -0.05, -0.38, -0.04, -0.03, -0.07, -0.07, -0.05, -0.46, -0.05, -0.12, 0.08, 0.07, 0.08, 0.13, 0.07, 0.06, 0.08, 0.00, -0.05, -0.46, -0.08, -0.05, 0.07, 0.06, 0.08, 0.10, 0.08, 0.06, 0.07, 0.07, -0.06, -0.50, -0.05, -0.08, 0.08, 0.08, 0.08, 0.14, 0.08, 0.08, 0.08, 0.06, -0.07, -0.47, -0.06, -0.09, 0.08, 0.08, 0.07, 0.11, 0.07, 0.05, 0.07, -0.05, -0.02, -0.44, -0.03, -0.09, 0.06, 0.08, 0.06, 0.13, 0.08, 0.07, 0.06, 0.13]
}


| no. | gap between HOMO and LUMO (eV) | LUMO level (eV) |
| --- | --- | --- |
| 1 | 8.40 | -5.19 |
| 2 | 7.23 | 2.55 |